Below is a 3-piece molecular cluster, C22H29BrF14N2O11S2 overall in a non-equilibrium geometry, with properties calculated with ωB97M-V with the def2-TZVPD basis set.

Last column: Löwdin charge in e.
CARTESIAN COORDINATES (ANGSTROEM)
N -3.8519 -2.0396 2.5876  0.03
C -2.4370 -2.4534 2.5813  -0.26
C -1.8756 -2.8298 1.1560  -0.59
Br 0.0422 -3.3129 1.5238  0.93
N -2.5049 -4.1256 0.7826  0.10
C -2.6127 -4.5126 -0.6424  -0.25
O -2.1789 -5.8659 -0.7117  0.02
C -1.8211 -3.6811 -1.7041  -0.26
F -0.7317 -4.4941 -2.1078  0.02
C -2.6980 -3.5842 -3.0167  -0.64
O -3.2888 -4.6164 -3.3871  0.00
O -2.7725 -2.5223 -3.6834  -0.03
C -1.2497 -2.2964 -1.2547  -0.06
C -1.8401 -1.6788 0.0831  -0.37
C -0.9421 -0.4842 0.6579  -0.14
C 0.4248 -0.2566 -0.0676  -0.09
C 1.1831 1.0109 0.4184  -0.38
F 2.2988 1.1547 -0.3633  0.11
F 0.3677 2.0982 0.1325  0.09
C 1.5207 0.9974 1.9811  -0.30
F 1.6645 -0.3187 2.3183  0.10
F 0.3645 1.4598 2.5750  0.12
C 2.7395 1.9061 2.3661  -0.31
F 2.5197 3.0691 1.6406  0.13
F 3.9195 1.4563 1.8653  0.16
C 2.8338 2.4007 3.8520  -0.39
F 1.8135 3.2219 4.1994  0.13
F 3.9359 3.2111 3.9015  0.10
S 3.0132 1.1174 5.2090  0.88
F 4.5003 1.6787 5.5760  -0.15
F 2.4247 2.2094 6.2792  -0.15
F 1.5081 0.5710 5.0132  -0.13
F 3.6747 0.0125 4.2498  -0.12
F 3.1661 0.0820 6.4398  -0.13
C -3.2204 -0.9323 -0.2084  -0.17
S -4.7718 -1.8329 -0.4705  0.69
O -5.8119 -1.0209 0.1798  -0.38
O -5.1199 -1.8659 -1.8797  -0.30
H -4.0050 -1.4409 3.3956  0.10
H -4.4580 -2.8557 2.6153  0.08
H -2.3730 -3.4092 3.1833  0.12
H -1.8219 -1.7191 3.1358  0.12
H -3.4404 -4.1949 1.2139  0.16
H -1.9675 -4.8714 1.2650  0.15
H -3.6758 -4.5621 -1.0039  0.16
H -2.7255 -6.3229 -1.3792  0.13
H -0.1450 -2.4780 -1.2061  0.11
H -1.3749 -1.5109 -2.0433  0.13
H -0.7231 -0.5896 1.7415  0.08
H -1.4704 0.5011 0.5688  0.13
H 0.2730 -0.1179 -1.1690  0.15
H 1.1240 -1.1271 0.0101  0.10
H -3.0784 -0.2294 -1.0676  0.15
H -3.4089 -0.2740 0.6763  0.10
H -4.8640 -3.0627 0.1462  0.06
C 3.7851 6.1681 2.6870  -0.02
C 4.9930 7.0479 2.9059  -0.34
C 5.5695 6.9554 4.2925  -0.11
O 6.1851 8.2337 4.4470  0.06
C 5.4792 9.1034 3.6700  -0.55
O 5.5768 10.2855 3.7234  0.17
O 4.6427 8.4334 2.8273  0.09
H 3.3530 6.3505 1.7016  0.09
H 4.0490 5.1158 2.7633  0.06
H 3.0031 6.3882 3.4175  0.10
H 5.7504 6.8479 2.1408  0.16
H 6.3015 6.1548 4.3922  0.14
H 4.8081 6.8434 5.0699  0.14
C -2.6637 -2.7742 -6.7937  -0.02
C -1.4178 -2.6664 -7.6373  -0.34
C -0.8055 -1.2942 -7.6417  -0.11
O -0.1326 -1.2687 -8.9032  0.05
C -0.8253 -2.1006 -9.7309  -0.56
O -0.6758 -2.1531 -10.9108  0.15
O -1.7115 -2.8567 -9.0306  0.08
H -3.1180 -3.7598 -6.9069  0.09
H -2.4397 -2.6115 -5.7364  0.06
H -3.4144 -2.0454 -7.1092  0.09
H -0.6925 -3.4307 -7.3393  0.16
H -0.1043 -1.1436 -6.8221  0.14
H -1.5471 -0.4909 -7.6307  0.14

maximum force	0.1275	Eh/bohr
SMILES	NC[C@@]1(Br)[NH2+][C@H](O)[C@@](F)(C(=O)[O-])C[C@@]1(CCC(F)(F)C(F)(F)C(F)(F)C(F)(F)S(F)(F)(F)(F)F)C[SH](=O)=O.C[C@@H]1COC(=O)O1.C[C@@H]1COC(=O)O1
HOMO level	-8.53	eV
total energy	-178538.4722	eV
charge	0